Record 1
{
  "formula": "C35H29NO20",
  "method": "the ωB97M-V functional and the def2-TZVPD basis",
  "smiles": "CCOC[C@]1(c2ccncc2)COC(=O)O1.O=C1C=C(O)C(=O)C=C1O.O=C1C=C(O)C(=O)C=C1O.O=C1C=C(O)C(=O)C=C1O.O=C1C=C(O)C(=O)C=C1O",
  "homo_ev": -9.481,
  "spin_multiplicity": 1,
  "homo_lumo_gap_ev": 7.674,
  "elements": ["C", "C", "O", "C", "C", "C", "C", "C", "N", "C", "C", "C", "O", "C", "O", "O", "H", "H", "H", "H", "H", "H", "H", "H", "H", "H", "H", "H", "H", "O", "C", "C", "C", "O", "C", "O", "C", "C", "O", "H", "H", "H", "H", "O", "C", "C", "C", "O", "C", "O", "C", "C", "O", "H", "H", "H", "H", "O", "C", "C", "C", "O", "C", "O", "C", "C", "O", "H", "H", "H", "H", "O", "C", "C", "C", "O", "C", "O", "C", "C", "O", "H", "H", "H", "H"],
  "coordinates": [[-0.45132, -2.49724, -0.68832], [-0.27249, -1.11997, -1.30282], [-1.19454, -0.16376, -0.78873], [-2.47765, -0.21214, -1.36186], [-3.54454, -0.27611, -0.27006], [-4.86978, -0.88944, -0.69599], [-6.07832, -0.43542, -0.17844], [-7.25078, -1.09373, -0.52239], [-7.30053, -2.14064, -1.33562], [-6.14602, -2.56751, -1.83544], [-4.91815, -1.98640, -1.55303], [-3.66631, 1.04257, 0.49249], [-3.79499, 0.64852, 1.86438], [-3.65113, -0.70068, 1.93462], [-3.98288, -1.37176, 2.85680], [-3.04920, -1.14382, 0.80082], [0.40891, -3.11856, -0.94918], [-0.49004, -2.42190, 0.39774], [-1.34331, -3.01132, -1.04972], [-0.35348, -1.16126, -2.39363], [0.71535, -0.74142, -1.04837], [-2.57389, -1.05881, -2.04058], [-2.62710, 0.71960, -1.92110], [-6.11380, 0.39141, 0.51768], [-8.18984, -0.75895, -0.09898], [-6.18918, -3.43018, -2.49030], [-4.02258, -2.42114, -1.97519], [-4.53564, 1.63761, 0.22251], [-2.78302, 1.67254, 0.38340], [0.15724, 4.43568, -0.97589], [1.06545, 3.74375, -1.40086], [0.89770, 2.42773, -1.97806], [1.98437, 1.75278, -2.37459], [1.93641, 0.53762, -2.89907], [3.37656, 2.31666, -2.23554], [4.29096, 1.59837, -2.60531], [3.54668, 3.63801, -1.68440], [2.45869, 4.31733, -1.29344], [2.50643, 5.52736, -0.76178], [-0.10070, 2.02017, -2.05064], [2.85936, 0.26774, -3.07440], [4.54952, 4.03144, -1.59434], [1.58392, 5.78739, -0.56941], [5.35257, 6.27332, 4.80402], [4.70797, 5.56373, 4.05487], [3.39311, 5.88825, 3.54110], [2.77861, 5.01380, 2.73350], [1.57057, 5.20346, 2.22283], [3.41317, 3.70029, 2.33517], [2.76271, 2.98664, 1.59170], [4.72886, 3.37858, 2.83972], [5.34463, 4.25353, 3.64810], [6.54760, 4.06314, 4.16146], [2.94688, 6.82811, 3.83319], [1.36548, 4.39953, 1.70522], [5.17825, 2.44214, 2.54119], [6.73847, 4.85172, 4.70748], [-7.07143, -3.06508, 1.74257], [-7.56367, -4.16967, 1.87013], [-8.31459, -4.85770, 0.84022], [-8.82283, -6.06678, 1.11455], [-9.52692, -6.78686, 0.25362], [-8.64190, -6.73552, 2.45827], [-9.16193, -7.82858, 2.59736], [-7.87298, -6.05525, 3.47819], [-7.35816, -4.84696, 3.20586], [-6.63347, -4.14256, 4.05723], [-8.44132, -4.36333, -0.11413], [-9.76798, -7.60834, 0.72600], [-7.73486, -6.54840, 4.42977], [-6.37793, -3.31875, 3.59298], [7.46698, 1.86542, -1.73197], [8.22743, 0.96424, -2.02953], [9.62107, 0.90930, -1.63343], [10.37144, -0.12744, -2.02924], [11.65145, -0.27477, -1.72428], [9.81672, -1.24660, -2.87932], [10.59684, -2.12967, -3.19081], [8.42431, -1.20290, -3.26051], [7.66457, -0.16752, -2.86583], [6.38687, -0.04570, -3.16530], [10.01145, 1.71419, -1.02705], [11.93285, -1.10978, -2.14899], [8.03398, -2.01411, -3.85856], [6.05148, 0.79058, -2.77524]]
}

---

Record 2
{
  "formula": "C35H29NO6",
  "method": "the ωB97M-V functional and the def2-TZVPD basis",
  "de_lowest_ev": 4.299,
  "smiles": "O=C1c2ccccc2C(=O)c2ccccc21.O=C1c2ccccc2C(=O)c2ccccc21.NCCC[C@@H]1CCC(=O)O1",
  "homo_ev": -8.826,
  "spin_multiplicity": 1,
  "homo_lumo_gap_ev": 7.684,
  "elements": ["O", "C", "C", "C", "C", "C", "C", "C", "C", "O", "C", "C", "C", "C", "C", "C", "H", "H", "H", "H", "H", "H", "H", "H", "O", "C", "C", "C", "C", "C", "C", "C", "C", "O", "C", "C", "C", "C", "C", "C", "H", "H", "H", "H", "H", "H", "H", "H", "N", "C", "C", "C", "C", "C", "C", "C", "O", "O", "H", "H", "H", "H", "H", "H", "H", "H", "H", "H", "H", "H", "H"],
  "coordinates": [[1.06258, -2.46645, 3.42859], [1.84724, -1.67072, 2.92725], [1.37953, -0.68512, 1.93131], [0.02510, -0.64849, 1.57507], [-0.43154, 0.30586, 0.66492], [0.45910, 1.22464, 0.11030], [1.81202, 1.17848, 0.45053], [2.27424, 0.21769, 1.35810], [3.70999, 0.16493, 1.69839], [4.50467, 0.92231, 1.15337], [4.17422, -0.80670, 2.70823], [5.52878, -0.84072, 3.06507], [5.97112, -1.73266, 4.04314], [5.06526, -2.59039, 4.66651], [3.71731, -2.56808, 4.30199], [3.27151, -1.67765, 3.31648], [-0.67687, -1.35892, 2.00814], [-1.48433, 0.33591, 0.39278], [0.10092, 1.97654, -0.58936], [2.50243, 1.89565, 0.00961], [6.24093, -0.17068, 2.58624], [7.02246, -1.75485, 4.32172], [5.40832, -3.27895, 5.43570], [3.01712, -3.24328, 4.79132], [-4.08406, -7.54061, -0.01969], [-3.92869, -6.33605, -0.17814], [-2.57134, -5.75393, -0.20651], [-1.45528, -6.59003, -0.07207], [-0.16890, -6.05283, -0.13793], [0.00707, -4.68402, -0.33895], [-1.10373, -3.84687, -0.45548], [-2.39555, -4.38203, -0.38288], [-3.56456, -3.48646, -0.48926], [-3.41031, -2.27468, -0.58917], [-4.92049, -4.07020, -0.48078], [-6.03568, -3.23295, -0.61747], [-7.31979, -3.77901, -0.64451], [-7.49401, -5.15842, -0.53607], [-6.38469, -5.99328, -0.38525], [-5.09486, -5.44731, -0.35215], [-1.58489, -7.66020, 0.07950], [0.69671, -6.70400, -0.03790], [1.00973, -4.26719, -0.40297], [-0.95870, -2.77851, -0.60707], [-5.90714, -2.15557, -0.70760], [-8.18416, -3.12777, -0.75473], [-8.49431, -5.58496, -0.56678], [-6.52962, -7.06892, -0.29806], [-0.92473, 7.11195, -0.71210], [0.32150, 7.96888, -0.68339], [1.67865, 7.24455, -1.25087], [1.93146, 5.71732, -0.71255], [1.47087, 4.55546, -1.81463], [2.27478, 4.53018, -3.24600], [1.09966, 4.64785, -4.42718], [-0.22618, 4.95945, -3.45920], [-1.29935, 5.62841, -3.89775], [0.03967, 4.40278, -2.12243], [-0.78652, 6.17074, -0.28327], [-1.37225, 7.06927, -1.65367], [0.46071, 8.45591, 0.38388], [0.10641, 8.88546, -1.41739], [1.76083, 7.22958, -2.43483], [2.59992, 7.89801, -0.86558], [1.39124, 5.51111, 0.32995], [3.09983, 5.61074, -0.50150], [1.71325, 3.52215, -1.27243], [3.08656, 5.35104, -3.47150], [2.82906, 3.52008, -3.55600], [1.21018, 5.61757, -5.08800], [0.90954, 3.63892, -5.01703]]
}

---

Record 3
{
  "formula": "C35H30AuN4P2S",
  "method": "the ωB97M-V functional and the def2-TZVPD basis",
  "de_lowest_ev": 0.000,
  "homo_ev": -10.617,
  "spin_multiplicity": 1,
  "homo_lumo_gap_ev": 8.123,
  "total_charge": 1,
  "elements": ["Au", "C", "N", "P", "C", "C", "C", "C", "C", "C", "C", "C", "C", "C", "C", "C", "P", "C", "C", "C", "C", "C", "C", "C", "C", "C", "C", "C", "C", "H", "H", "H", "H", "H", "H", "H", "H", "H", "H", "H", "H", "H", "H", "H", "H", "H", "H", "H", "H", "H", "H", "H", "N", "C", "C", "C", "C", "C", "C", "N", "C", "C", "C", "S", "C", "N", "H", "H", "H", "H", "H", "H", "H"],
  "coordinates": [[0.02772, 1.08334, 0.62083], [0.59865, -1.48894, -3.19009], [0.24400, -0.98319, -1.84859], [0.01092, 0.66747, -1.61697], [-1.28931, 1.13625, -2.80206], [-2.62370, 1.10157, -2.39730], [-3.64161, 1.37784, -3.29940], [-3.33096, 1.70078, -4.61182], [-2.00273, 1.76124, -5.01605], [-0.98428, 1.48577, -4.11639], [1.46428, 1.61162, -2.20636], [1.31312, 3.00527, -2.20241], [2.38457, 3.82574, -2.51461], [3.62266, 3.26319, -2.82032], [3.77783, 1.88781, -2.82143], [2.70049, 1.06151, -2.51123], [0.84873, -1.97659, -0.50874], [0.32047, -3.66269, -1.03898], [-0.97632, -3.95806, -1.46509], [-1.32587, -5.25819, -1.79081], [-0.38524, -6.28109, -1.68816], [0.90269, -5.99567, -1.26923], [1.25520, -4.68667, -0.94988], [-0.41750, -1.75212, 0.81761], [0.01269, -2.10045, 2.09690], [-0.86381, -2.06838, 3.17485], [-2.18075, -1.67315, 2.98777], [-2.61820, -1.31162, 1.71880], [-1.74322, -1.35147, 0.64141], [0.20999, -0.82512, -3.95529], [0.16006, -2.46916, -3.34814], [1.68198, -1.57478, -3.31990], [-2.86728, 0.87805, -1.36263], [-4.67385, 1.35061, -2.97224], [-4.12206, 1.91665, -5.31873], [-1.75683, 2.03712, -6.03341], [0.04596, 1.56097, -4.44027], [0.34807, 3.43857, -1.96215], [2.26052, 4.90088, -2.52117], [4.46494, 3.90236, -3.05902], [4.73942, 1.45368, -3.06902], [2.82089, -0.01668, -2.52396], [-1.71443, -3.16815, -1.55078], [-2.33531, -5.47661, -2.12037], [-0.66073, -7.29817, -1.93991], [1.63967, -6.78574, -1.19605], [2.26532, -4.46074, -0.62492], [1.04422, -2.40577, 2.24889], [-0.51686, -2.34678, 4.16219], [-2.86830, -1.65447, 3.82596], [-3.64441, -0.99430, 1.56663], [-2.09818, -1.08305, -0.34530], [1.05382, 2.09499, 4.61562], [-0.31909, 2.19390, 4.79610], [-1.10070, 2.57622, 5.88105], [-2.46805, 2.56363, 5.68788], [-3.03348, 2.18009, 4.46008], [-2.24789, 1.80509, 3.39073], [-0.86833, 1.82481, 3.57541], [0.16214, 1.52238, 2.68910], [1.29546, 1.69349, 3.34717], [2.64579, 1.45905, 2.83419], [3.80744, 1.72348, 3.49257], [5.13308, 1.25522, 2.53768], [4.04966, 0.73978, 1.30950], [2.79651, 0.90055, 1.58978], [1.75813, 2.28678, 5.30575], [-0.66287, 2.86917, 6.82739], [-3.12093, 2.85471, 6.50168], [-4.11027, 2.18265, 4.35259], [-2.67359, 1.49792, 2.44164], [3.96415, 2.16837, 4.46619], [4.41568, 0.30728, 0.38524]]
}